55
Properties=species:S:1:pos:R:3:lowdin_spin:R:1 method="wB97M-V/def2-TZVPD" total_charge=-1 e_homo_ev="-1.550 / -4.230" s_squared=2.130 gap_ha="0.1587 / 0.2592" spin_multiplicity=3
Ni -1.34310 -17.89801 -8.40602 0.348
C 2.04813 -20.55302 -5.00523 0.005
C 1.03224 -19.72002 -4.21333 0.011
N -0.32312 -19.93180 -4.67984 0.063
C -0.76488 -19.46022 -5.88747 0.156
S 0.16429 -18.21897 -6.74607 0.181
N -1.97258 -19.79518 -6.34725 0.041
N -2.32264 -19.18302 -7.47207 0.145
C -3.55905 -19.38304 -7.88860 0.122
C -4.65837 -19.85782 -7.03556 0.018
C -3.75340 -18.91643 -9.24910 0.126
C -4.98816 -18.91195 -9.93155 0.036
C -5.07932 -18.35556 -11.18826 0.066
C -3.92575 -17.78158 -11.77839 0.094
C -2.77766 -17.70242 -11.01152 0.018
N -2.66502 -18.23804 -9.80374 0.124
H 3.06481 -20.33007 -4.65006 0.000
H 1.98323 -20.34514 -6.08595 0.004
H 1.86490 -21.59760 -4.78774 0.000
H 1.26929 -18.65756 -4.34607 0.004
H 1.13130 -19.96853 -3.14194 0.001
H -0.93434 -20.55134 -4.14356 0.002
H -4.18695 -20.38758 -6.18636 0.001
H -5.24409 -20.62239 -7.61212 0.002
H -5.25904 -19.04619 -6.57736 0.007
H -5.85744 -19.40369 -9.47467 0.001
H -6.03228 -18.27773 -11.64980 0.004
H -3.97870 -17.35868 -12.76346 0.007
H -1.90993 -17.18582 -11.39433 0.000
N -2.75684 -13.73172 -10.09627 0.001
C -2.26037 -14.63725 -9.22308 0.001
O -3.01876 -15.14925 -8.34846 0.004
C -0.76828 -14.95210 -9.28193 0.003
C -0.31015 -16.38741 -9.35854 -0.037
H -3.76382 -13.61736 -10.21860 0.000
H -2.22584 -13.37729 -10.89642 0.000
H -0.30187 -14.53913 -8.37413 0.001
H -0.33163 -14.43246 -10.15536 0.000
H 0.67774 -16.52484 -8.87748 -0.001
H -0.20870 -16.80465 -10.37237 -0.003
C -0.29602 -16.40805 -5.92235 0.184
C -0.35438 -16.43655 -4.45087 0.051
C 0.80822 -16.24905 -3.67935 0.047
C 0.78604 -16.26458 -2.25980 0.003
C -0.47923 -16.21970 -1.64614 0.058
C -1.69008 -16.45189 -2.38641 0.013
C -1.60087 -16.51692 -3.76920 0.034
C -0.58728 -16.04802 -0.21878 0.015
N -0.62705 -16.05823 0.93954 0.031
H -1.25993 -16.10600 -6.47284 0.004
H 0.57530 -15.83839 -6.30641 0.002
H 1.75757 -16.08887 -4.19858 0.004
H 1.68876 -16.27376 -1.62731 -0.001
H -2.63377 -16.60689 -1.88101 0.000
H -2.54957 -16.43611 -4.35541 0.001

=====

59
Properties=species:S:1:pos:R:3:mulliken_charge:R:1 method="wB97M-V/def2-TZVPD" total_charge=+3 e_homo_ev=-17.112 gap_ha=0.2125
Sn 12.54406 11.97037 8.71883 1.056
N 16.51662 12.21130 6.40037 -0.409
C 15.54263 12.27304 7.30172 0.632
S 13.87824 12.52316 6.65228 -0.246
N 15.87256 12.15511 8.59815 -1.287
N 14.78733 12.23540 9.42344 0.847
C 15.02017 12.31628 10.72604 -1.022
C 13.98762 12.22684 11.72315 1.105
C 14.18934 12.46712 13.10828 -0.846
C 13.10824 12.35014 13.96323 -0.537
C 11.80473 12.21349 13.37180 -0.657
C 11.59490 12.13776 12.03257 -0.243
N 12.70609 12.06720 11.25704 0.353
H 16.40099 12.19618 5.40419 0.253
H 17.44680 12.64413 6.63087 0.292
H 16.02231 12.44352 11.08827 0.437
H 15.17866 12.77311 13.39663 0.514
H 13.22480 12.41248 14.99890 0.562
H 10.89111 12.19830 14.01789 0.409
H 10.56611 12.14297 11.58682 0.368
C 7.05319 10.31498 7.48427 -0.397
C 8.29325 9.98585 6.98286 -0.914
C 9.33551 10.80908 7.36931 -0.257
C 9.15161 11.82926 8.29499 0.336
C 7.93024 12.00523 8.89171 0.019
C 6.88634 11.20016 8.53286 -0.804
N 10.16620 12.77792 8.47672 0.368
N 9.93675 13.82192 9.16385 -0.512
C 10.98887 14.66748 9.33073 0.127
C 10.77497 15.86976 10.15926 -0.383
C 11.81685 16.73969 10.35776 -0.413
C 13.03936 16.50759 9.77384 -0.753
C 13.25369 15.30863 9.05352 -0.187
N 12.26455 14.31503 8.90397 0.166
H 6.12244 9.80998 7.10345 0.367
H 8.37122 9.10442 6.36013 0.439
H 10.28428 10.72728 6.90498 0.643
H 7.91638 12.86930 9.57936 0.479
H 5.88136 11.35247 8.89903 0.452
H 9.79580 15.95480 10.62466 0.510
H 11.66863 17.56696 11.07153 0.435
H 13.84584 17.18419 9.81214 0.506
H 14.22055 15.11401 8.59580 0.412
C 10.66143 8.05108 10.13196 -0.710
O 11.27758 8.72657 8.97346 -0.174
P 12.74474 9.38706 8.94416 0.875
O 13.56393 8.81034 10.20016 -0.342
C 15.02061 8.59541 10.26116 -0.596
O 13.52494 8.88121 7.64318 -0.362
C 13.02404 8.70839 6.26474 -0.423
H 10.69947 6.93875 9.98902 0.307
H 9.60373 8.31838 10.15741 0.276
H 11.14165 8.30208 11.09509 0.335
H 15.26097 8.72999 11.34472 0.238
H 15.49434 9.36624 9.67146 0.293
H 15.24616 7.61300 9.86357 0.315
H 12.28873 9.52374 6.08334 0.168
H 12.51223 7.70806 6.10313 0.319
H 13.89938 8.80621 5.52510 0.263

=====

50
Properties=species:S:1:pos:R:3:mulliken_charge:R:1 method="wB97M-V/def2-TZVPD" e_homo_ev=-8.690 gap_ha=0.3075
O -5.56200 -1.13110 -1.27843 -0.636
N -6.28117 1.49648 0.04215 -0.610
O -6.30314 2.70665 0.74686 -0.364
O 4.96670 -0.94791 0.82310 -0.464
C -4.81717 -0.37342 -0.63033 0.257
C -5.06283 0.92517 -0.06372 0.076
C 7.07481 0.72960 1.44068 -0.723
C 7.10757 -0.07523 0.33200 -0.257
C 3.11938 -1.68468 -0.38537 -0.258
C 2.96207 0.43219 0.72065 -0.759
C 1.78804 -1.57847 -0.79921 -1.039
C 3.69399 -0.70422 0.40766 0.239
C 1.60805 0.56830 0.34620 0.316
C 1.00799 -0.45852 -0.40858 0.324
C 5.95461 -0.85228 -0.20540 -0.402
C 0.86643 1.86221 0.70662 -0.970
C -3.34766 -1.57563 0.92102 -1.764
C -2.59451 -1.58690 -1.46168 -1.514
C -0.58223 1.95705 0.22357 -1.321
C -3.77435 1.46827 0.41151 -1.214
C -1.08022 -1.66930 -1.23428 -1.507
C -3.37322 -0.77195 -0.40915 1.623
C -1.25033 0.56306 0.10668 0.580
C -2.71220 0.59563 -0.32519 -0.604
C -0.42071 -0.30469 -0.89415 0.890
H -7.20027 3.06011 0.78948 0.359
H 7.97571 1.28445 1.76006 0.257
H 6.16867 0.86665 2.03783 0.210
H 8.02591 -0.12522 -0.23082 0.338
H 3.69740 -2.54857 -0.71822 0.359
H 3.45345 1.23596 1.23470 0.450
H 1.43506 -2.35906 -1.45151 0.303
H 5.64152 -0.42905 -1.15568 0.365
H 6.19522 -1.86973 -0.46149 0.380
H 0.91923 1.96443 1.77733 0.470
H 1.40123 2.70544 0.26988 0.485
H -3.91934 -1.05758 1.68541 0.464
H -2.32104 -1.77866 1.29341 0.349
H -3.80149 -2.55488 0.75490 0.421
H -2.77599 -1.10337 -2.40640 0.484
H -3.01870 -2.60390 -1.53915 0.399
H -1.15047 2.59434 0.91605 0.413
H -0.63560 2.43837 -0.78428 0.353
H -3.70865 2.55381 0.21691 0.564
H -3.70259 1.31018 1.47231 0.435
H -0.64629 -2.13194 -2.12756 0.518
H -0.87840 -2.34171 -0.41205 0.520
H -1.15295 0.09375 1.09401 0.328
H -2.67654 0.93091 -1.34403 0.581
H -0.31300 0.27494 -1.80431 0.297

=====

Copy entry 1 word for word.
55
Properties=species:S:1:pos:R:3:lowdin_spin:R:1 method="wB97M-V/def2-TZVPD" total_charge=-1 e_homo_ev="-1.550 / -4.230" s_squared=2.130 gap_ha="0.1587 / 0.2592" spin_multiplicity=3
Ni -1.34310 -17.89801 -8.40602 0.348
C 2.04813 -20.55302 -5.00523 0.005
C 1.03224 -19.72002 -4.21333 0.011
N -0.32312 -19.93180 -4.67984 0.063
C -0.76488 -19.46022 -5.88747 0.156
S 0.16429 -18.21897 -6.74607 0.181
N -1.97258 -19.79518 -6.34725 0.041
N -2.32264 -19.18302 -7.47207 0.145
C -3.55905 -19.38304 -7.88860 0.122
C -4.65837 -19.85782 -7.03556 0.018
C -3.75340 -18.91643 -9.24910 0.126
C -4.98816 -18.91195 -9.93155 0.036
C -5.07932 -18.35556 -11.18826 0.066
C -3.92575 -17.78158 -11.77839 0.094
C -2.77766 -17.70242 -11.01152 0.018
N -2.66502 -18.23804 -9.80374 0.124
H 3.06481 -20.33007 -4.65006 0.000
H 1.98323 -20.34514 -6.08595 0.004
H 1.86490 -21.59760 -4.78774 0.000
H 1.26929 -18.65756 -4.34607 0.004
H 1.13130 -19.96853 -3.14194 0.001
H -0.93434 -20.55134 -4.14356 0.002
H -4.18695 -20.38758 -6.18636 0.001
H -5.24409 -20.62239 -7.61212 0.002
H -5.25904 -19.04619 -6.57736 0.007
H -5.85744 -19.40369 -9.47467 0.001
H -6.03228 -18.27773 -11.64980 0.004
H -3.97870 -17.35868 -12.76346 0.007
H -1.90993 -17.18582 -11.39433 0.000
N -2.75684 -13.73172 -10.09627 0.001
C -2.26037 -14.63725 -9.22308 0.001
O -3.01876 -15.14925 -8.34846 0.004
C -0.76828 -14.95210 -9.28193 0.003
C -0.31015 -16.38741 -9.35854 -0.037
H -3.76382 -13.61736 -10.21860 0.000
H -2.22584 -13.37729 -10.89642 0.000
H -0.30187 -14.53913 -8.37413 0.001
H -0.33163 -14.43246 -10.15536 0.000
H 0.67774 -16.52484 -8.87748 -0.001
H -0.20870 -16.80465 -10.37237 -0.003
C -0.29602 -16.40805 -5.92235 0.184
C -0.35438 -16.43655 -4.45087 0.051
C 0.80822 -16.24905 -3.67935 0.047
C 0.78604 -16.26458 -2.25980 0.003
C -0.47923 -16.21970 -1.64614 0.058
C -1.69008 -16.45189 -2.38641 0.013
C -1.60087 -16.51692 -3.76920 0.034
C -0.58728 -16.04802 -0.21878 0.015
N -0.62705 -16.05823 0.93954 0.031
H -1.25993 -16.10600 -6.47284 0.004
H 0.57530 -15.83839 -6.30641 0.002
H 1.75757 -16.08887 -4.19858 0.004
H 1.68876 -16.27376 -1.62731 -0.001
H -2.63377 -16.60689 -1.88101 0.000
H -2.54957 -16.43611 -4.35541 0.001